# 1
Formula: C3H2Cl4NO3
Source: the Open Molecules 2025 dataset
Level of theory: wB97M-V/def2-TZVPD

```
13
Properties=species:S:1:pos:R:3:lowdin_charge:R:1
C 4.71 -0.48 -0.50 -0.67
C -0.10 -0.34 1.22 -0.21
C -0.67 -1.60 1.18 -0.86
N -0.38 -2.64 0.19 -0.90
O 5.02 -0.42 0.59 0.12
O 4.37 -0.77 -1.54 0.14
O 0.37 0.18 0.06 -0.16
Cl 3.02 1.55 0.03 -0.20
Cl -1.79 -2.19 2.32 0.63
Cl 1.01 -2.29 -0.74 0.63
Cl -1.65 -3.11 -1.04 0.41
H 0.03 0.33 2.07 0.13
H 1.01 0.95 0.03 -0.06
```

Results
Charge: -1
ΔE to the lowest compared entry with this formula, charge and spin, kJ/mol: 142.0

***

# 2
Formula: C3H2ClF2N
Source: the Open Molecules 2025 dataset
Level of theory: wB97M-V/def2-TZVPD

```
9
Properties=species:S:1:pos:R:3:lowdin_charge:R:1
N -0.95 2.45 -0.33 0.22
C -0.73 1.33 -0.30 -0.24
C -0.51 -0.05 0.00 -0.66
F -1.05 0.03 1.55 -0.17
Cl -1.70 -1.16 -0.66 0.78
C 0.97 -0.56 -0.03 -0.24
F 0.95 -1.87 0.11 0.01
H 1.62 0.01 0.70 0.16
H 1.40 -0.18 -1.03 0.16
```

Results
ΔE to the lowest compared entry with this formula, charge and spin, kJ/mol: 50.0

***

# 3
Formula: C3H2ClF2N
Source: the Open Molecules 2025 dataset
Level of theory: wB97M-V/def2-TZVPD

```
9
Properties=species:S:1:pos:R:3:mulliken_spin:R:1
C 0.79 1.34 0.15 0.02
C -0.91 -0.39 0.03 0.01
C 0.60 -0.03 -0.25 0.40
N 0.83 2.36 0.65 0.24
F -0.97 -1.79 0.07 0.01
F 0.88 -0.41 -1.56 0.00
Cl 1.82 -0.83 0.81 1.29
H -1.60 -0.06 -0.79 0.03
H -1.44 -0.19 0.89 0.00
```

Results
2S+1: 3
ΔE to the lowest compared entry with this formula, charge and spin, kJ/mol: 283.1

***

# 4
Formula: C3H2ClF3
Source: the Open Molecules 2025 dataset
Level of theory: wB97M-V/def2-TZVPD

```
9
Properties=species:S:1:pos:R:3:lowdin_charge:R:1
F -0.12 1.96 -0.22 0.11
C -0.42 0.68 -0.44 -0.47
F -1.21 0.56 -1.50 0.13
C -0.49 -0.31 0.69 0.00
C 0.74 -0.45 -0.18 -0.77
F 0.78 -1.48 -1.04 0.03
Cl 2.31 0.04 0.40 0.73
H -0.36 0.07 1.70 0.12
H -1.23 -1.08 0.59 0.13
```

Results
ΔE to the lowest compared entry with this formula, charge and spin, kJ/mol: 55.0

***

Asked for F_max across the records above, the calculation gives 3.56; 4.08; 8.83; 2.93 eV/Å in order.